C7H9N | the ωB97M-V functional and the def2-TZVPD basis

Positions of all 17 atoms, in Å:
C  1.759  0.187  -0.579
H  0.647  1.653  1.021
C  1.728  -0.693  0.377
N  -0.053  -0.718  -1.089
H  2.517  -0.947  1.213
C  0.297  0.556  -0.869
H  -2.118  -1.320  -0.225
C  -0.177  1.195  0.331
C  -1.514  -0.507  -0.535
H  -1.119  1.924  0.611
H  -2.137  0.168  -1.094
H  -0.152  1.023  -1.784
H  2.553  1.039  -0.537
H  0.007  -2.343  0.494
C  -0.922  -0.046  0.826
C  0.240  -1.249  0.213
H  -1.556  0.077  1.627

Computed properties:
energy above the lowest of the compared OMol25 structures with the same formula, charge and spin	155.2	kcal/mol
HOMO energy	-9.01	eV
total charge	0